(1)
A molecular structure, C14H15N3O4 in a non-equilibrium geometry, computed with ωB97M-V/def2-TZVPD.

Values from the calculation:
HOMO-LUMO gap, eV: 8.36
Energy relative to the best compared isomer or geometry (same formula, charge and spin), eV: 16.103
Spin multiplicity: 1
Total charge: 0
LUMO level, eV: 0.21
Molecular weight, g mol⁻¹: 289.29

```
36
Properties=species:S:1:pos:R:3:forces:R:3:nbo_charge:R:1
O -0.112 2.906 0.743 -2.588 -6.157 -4.340 -0.71
O 6.483 -0.583 0.787 -4.426 1.866 -3.935 -0.69
O -2.944 0.005 -1.445 -3.051 -0.637 7.174 -0.77
O -3.246 1.502 0.242 -1.845 -2.981 2.712 -0.51
N 4.498 -1.395 -0.163 3.885 -8.384 -6.490 -0.53
N -0.408 0.924 -0.702 7.173 -1.052 2.498 -0.54
N 4.348 0.271 0.742 -4.245 16.423 7.671 -0.48
C -4.542 -0.535 0.476 5.521 1.771 -0.910 -0.43
C 2.168 -1.530 -1.101 1.088 -0.186 -2.481 -0.22
C -2.249 2.348 -0.283 -2.075 3.848 -2.862 -0.14
C 1.962 0.718 0.236 -7.741 8.324 2.844 -0.25
C 0.787 0.292 -0.392 2.966 -3.863 -4.424 0.15
C 3.364 -0.924 -0.590 -8.489 -2.086 -0.027 0.14
C -4.641 -2.719 1.766 -0.720 8.091 -3.360 -0.56
C -4.199 -1.969 0.424 -7.478 0.776 5.433 -0.14
C -0.786 1.898 -0.089 -1.657 13.953 8.028 0.61
C 0.952 -0.889 -1.296 3.080 3.551 5.863 -0.21
C -3.555 0.202 -0.127 7.745 6.083 -10.778 0.85
C -5.256 -1.232 -0.418 -7.164 -7.215 -5.289 -0.37
C 5.245 -0.369 0.205 11.858 -6.575 5.640 0.68
C 3.081 0.132 0.247 5.906 -3.278 -2.402 0.07
H -5.585 -2.416 2.146 -0.463 1.288 0.634 0.21
H -2.553 2.497 -1.461 1.193 -0.571 2.596 0.22
H -1.084 0.550 -1.174 -4.810 -3.925 -4.081 0.44
H 4.899 -2.318 -0.594 -0.573 2.623 1.109 0.42
H 1.849 1.772 0.782 0.126 -2.317 -0.965 0.28
H 2.288 -2.395 -1.697 0.258 -1.321 -0.321 0.20
H -6.384 -1.422 -0.087 2.511 0.339 -0.509 0.22
H -4.867 -3.555 1.477 -1.941 -9.621 -2.961 0.20
H -2.586 3.568 0.173 1.705 -4.271 -1.003 0.26
H -5.263 -1.470 -1.615 0.794 1.700 3.217 0.28
H -4.903 0.013 1.183 -2.643 2.287 4.921 0.26
H -3.463 -2.302 -0.091 5.082 -1.715 -3.026 0.22
H 4.596 1.420 1.275 -0.661 -4.936 -2.047 0.41
H -3.890 -2.764 2.383 3.864 0.080 3.771 0.20
H 0.030 -1.189 -1.581 -2.183 -1.912 -1.897 0.21
```
Forces are in eV/Å.


(2)
2 unconnected molecules or ions with the total composition C14H15N4O6 in a non-equilibrium geometry, computed with ωB97M-V/def2-TZVPD.

Values from the calculation:
HOMO-LUMO gap, eV: 4.25
Energy relative to the best compared isomer or geometry (same formula, charge and spin), eV: 7.585
Spin multiplicity: 1
Total charge: -1
LUMO level, eV: 0.38
Molecular weight, g mol⁻¹: 335.30

```
39
Properties=species:S:1:pos:R:3:forces:R:3:nbo_charge:R:1
O -6.339 -1.833 -4.615 0.025 0.075 -0.120 -0.56
O 2.801 2.373 -0.432 -1.034 -0.800 -0.961 -0.55
O -5.394 -3.546 -3.699 0.258 -0.181 0.052 -0.58
O -3.270 -2.087 0.284 -1.176 2.855 -2.459 -0.48
O -7.335 -2.889 -3.017 -0.113 -0.064 0.104 -0.56
O 4.072 -1.170 -0.420 -0.915 0.099 1.687 -0.55
N -2.333 -0.336 1.714 2.724 0.058 -5.805 -0.37
N -6.357 -2.756 -3.777 -0.114 0.131 -0.022 0.71
N -4.969 -1.059 -1.464 4.069 -3.478 4.186 -0.28
N -0.519 0.446 -0.798 -3.482 -2.383 3.319 -0.38
C -1.362 0.731 1.669 1.032 2.126 1.344 0.13
C -1.210 1.601 2.997 2.295 1.666 -1.596 -0.21
C -2.333 -0.979 0.441 0.837 1.594 1.096 0.46
C -4.228 -1.654 -0.703 -1.416 2.486 -1.345 0.48
C 3.012 1.008 -0.864 0.425 -1.861 0.105 -0.10
C -0.481 1.150 0.462 0.270 0.555 0.639 0.10
C 0.662 3.222 1.873 -2.346 -3.664 -1.571 -0.22
C -1.448 -0.638 -0.800 0.936 2.075 1.724 -0.02
C 3.399 -2.220 0.318 -0.865 -1.523 -0.216 -0.07
C 0.521 2.380 0.562 -1.124 0.633 2.574 -0.01
C 3.904 0.134 0.189 0.285 1.612 -0.906 -0.09
C 1.428 2.805 -0.712 -0.393 -0.167 0.923 -0.11
C 1.829 -1.974 0.576 0.522 -0.126 0.289 -0.67
C -0.213 2.800 3.114 -0.872 -2.371 -2.806 -0.22
H 3.926 -2.500 1.306 -0.633 0.787 -1.350 0.16
H -1.528 -1.262 -1.765 -0.017 1.115 1.829 0.26
H 1.376 -2.928 1.033 0.731 1.389 -0.716 0.22
H 3.583 0.924 -1.873 -0.896 0.490 1.589 0.18
H 1.430 3.946 -0.807 0.110 -1.659 0.295 0.20
H 1.314 -1.769 -0.424 0.653 -0.139 1.521 0.22
H 2.040 0.416 -1.009 1.185 1.118 0.280 0.20
H 4.934 0.641 0.223 -1.371 -0.827 0.147 0.18
H 1.056 2.365 -1.701 0.370 0.495 1.585 0.22
H -1.868 1.327 3.904 1.232 0.441 -1.744 0.24
H 1.664 -1.124 1.341 0.095 -1.255 -1.418 0.21
H 1.398 4.111 1.871 -1.409 -1.670 0.160 0.24
H 3.468 0.125 1.246 0.473 -0.122 -1.547 0.18
H -0.101 3.391 4.101 -0.383 -1.216 -1.863 0.23
H 3.471 -3.172 -0.345 0.036 1.709 0.995 0.19
```
Forces are in eV/Å.


(3)
A single C14H15P molecule in a non-equilibrium geometry, computed with ωB97M-V/def2-TZVPD.

Values from the calculation:
HOMO-LUMO gap, eV: 9.57
Energy relative to the best compared isomer or geometry (same formula, charge and spin), eV: 0.000
Spin multiplicity: 1
Total charge: 0
LUMO level, eV: 0.86
Molecular weight, g mol⁻¹: 214.25
SMILES: CC(P)(c1ccccc1)c1ccccc1

```
30
Properties=species:S:1:pos:R:3:forces:R:3:nbo_charge:R:1
P -0.928 -1.869 -1.806 1.304 0.453 0.109 0.34
C -1.021 0.513 -0.484 -3.351 0.741 -0.093 -0.04
C -0.478 -0.861 -0.250 0.592 0.935 0.108 -0.31
C 3.033 -1.787 0.835 -4.013 3.334 1.403 -0.18
C -2.136 3.016 -1.182 0.970 -2.550 0.067 -0.23
C -2.861 2.122 -0.444 -3.202 1.725 1.370 -0.21
C -2.320 0.949 -0.013 1.148 -1.662 -0.146 -0.17
C 1.743 -1.874 0.229 2.829 -0.208 -0.793 -0.22
C 1.202 0.375 1.103 0.063 0.455 -1.774 -0.23
C 3.237 -0.677 1.714 -2.190 -1.519 -2.833 -0.22
C -0.413 1.376 -1.377 1.195 -0.660 0.427 -0.23
C -0.934 2.606 -1.666 1.476 1.852 -0.727 -0.19
C 0.978 -0.717 0.262 -2.319 -1.397 -0.381 -0.02
C -1.115 -1.724 0.823 1.216 1.315 0.705 -0.61
C 2.363 0.379 1.818 0.222 2.586 1.224 -0.20
H -2.138 -1.725 0.779 -2.684 -0.087 -0.167 0.21
H 0.568 1.282 0.984 0.496 -0.989 0.584 0.24
H -0.229 -1.042 -2.754 -0.135 -0.442 0.254 -0.02
H 0.174 -2.785 -1.581 -0.755 0.286 -0.597 -0.04
H 3.992 -0.764 2.351 3.558 0.074 2.348 0.20
H -0.753 -2.642 0.514 0.402 -2.529 0.161 0.21
H -2.917 0.370 0.692 0.335 -0.187 -0.265 0.21
H 0.597 1.130 -1.677 0.007 -0.045 -0.386 0.22
H -3.928 2.489 -0.108 2.215 -1.072 -0.386 0.21
H 3.699 -2.550 0.835 1.939 -2.236 -0.122 0.20
H -0.338 3.411 -2.163 -0.284 -1.150 0.131 0.21
H -2.330 3.994 -1.287 -1.508 3.196 -0.538 0.21
H -0.797 -1.567 1.855 0.128 0.368 -0.164 0.22
H 2.547 1.366 2.408 0.110 -2.238 -0.673 0.22
H 1.505 -2.794 -0.410 0.236 1.652 1.151 0.22
```
Forces are in eV/Å.


Please write out number 1 again, unchanged.
A molecular structure, C14H15N3O4 in a non-equilibrium geometry, computed with ωB97M-V/def2-TZVPD.

Values from the calculation:
HOMO-LUMO gap, eV: 8.36
Energy relative to the best compared isomer or geometry (same formula, charge and spin), eV: 16.103
Spin multiplicity: 1
Total charge: 0
LUMO level, eV: 0.21
Molecular weight, g mol⁻¹: 289.29

```
36
Properties=species:S:1:pos:R:3:forces:R:3:nbo_charge:R:1
O -0.112 2.906 0.743 -2.588 -6.157 -4.340 -0.71
O 6.483 -0.583 0.787 -4.426 1.866 -3.935 -0.69
O -2.944 0.005 -1.445 -3.051 -0.637 7.174 -0.77
O -3.246 1.502 0.242 -1.845 -2.981 2.712 -0.51
N 4.498 -1.395 -0.163 3.885 -8.384 -6.490 -0.53
N -0.408 0.924 -0.702 7.173 -1.052 2.498 -0.54
N 4.348 0.271 0.742 -4.245 16.423 7.671 -0.48
C -4.542 -0.535 0.476 5.521 1.771 -0.910 -0.43
C 2.168 -1.530 -1.101 1.088 -0.186 -2.481 -0.22
C -2.249 2.348 -0.283 -2.075 3.848 -2.862 -0.14
C 1.962 0.718 0.236 -7.741 8.324 2.844 -0.25
C 0.787 0.292 -0.392 2.966 -3.863 -4.424 0.15
C 3.364 -0.924 -0.590 -8.489 -2.086 -0.027 0.14
C -4.641 -2.719 1.766 -0.720 8.091 -3.360 -0.56
C -4.199 -1.969 0.424 -7.478 0.776 5.433 -0.14
C -0.786 1.898 -0.089 -1.657 13.953 8.028 0.61
C 0.952 -0.889 -1.296 3.080 3.551 5.863 -0.21
C -3.555 0.202 -0.127 7.745 6.083 -10.778 0.85
C -5.256 -1.232 -0.418 -7.164 -7.215 -5.289 -0.37
C 5.245 -0.369 0.205 11.858 -6.575 5.640 0.68
C 3.081 0.132 0.247 5.906 -3.278 -2.402 0.07
H -5.585 -2.416 2.146 -0.463 1.288 0.634 0.21
H -2.553 2.497 -1.461 1.193 -0.571 2.596 0.22
H -1.084 0.550 -1.174 -4.810 -3.925 -4.081 0.44
H 4.899 -2.318 -0.594 -0.573 2.623 1.109 0.42
H 1.849 1.772 0.782 0.126 -2.317 -0.965 0.28
H 2.288 -2.395 -1.697 0.258 -1.321 -0.321 0.20
H -6.384 -1.422 -0.087 2.511 0.339 -0.509 0.22
H -4.867 -3.555 1.477 -1.941 -9.621 -2.961 0.20
H -2.586 3.568 0.173 1.705 -4.271 -1.003 0.26
H -5.263 -1.470 -1.615 0.794 1.700 3.217 0.28
H -4.903 0.013 1.183 -2.643 2.287 4.921 0.26
H -3.463 -2.302 -0.091 5.082 -1.715 -3.026 0.22
H 4.596 1.420 1.275 -0.661 -4.936 -2.047 0.41
H -3.890 -2.764 2.383 3.864 0.080 3.771 0.20
H 0.030 -1.189 -1.581 -2.183 -1.912 -1.897 0.21
```
Forces are in eV/Å.


spin multiplicity of number 1 (C14H15N3O4)?
1


Copy entry 2 word for word.
2 unconnected molecules or ions with the total composition C14H15N4O6 in a non-equilibrium geometry, computed with ωB97M-V/def2-TZVPD.

Values from the calculation:
HOMO-LUMO gap, eV: 4.25
Energy relative to the best compared isomer or geometry (same formula, charge and spin), eV: 7.585
Spin multiplicity: 1
Total charge: -1
LUMO level, eV: 0.38
Molecular weight, g mol⁻¹: 335.30

```
39
Properties=species:S:1:pos:R:3:forces:R:3:nbo_charge:R:1
O -6.339 -1.833 -4.615 0.025 0.075 -0.120 -0.56
O 2.801 2.373 -0.432 -1.034 -0.800 -0.961 -0.55
O -5.394 -3.546 -3.699 0.258 -0.181 0.052 -0.58
O -3.270 -2.087 0.284 -1.176 2.855 -2.459 -0.48
O -7.335 -2.889 -3.017 -0.113 -0.064 0.104 -0.56
O 4.072 -1.170 -0.420 -0.915 0.099 1.687 -0.55
N -2.333 -0.336 1.714 2.724 0.058 -5.805 -0.37
N -6.357 -2.756 -3.777 -0.114 0.131 -0.022 0.71
N -4.969 -1.059 -1.464 4.069 -3.478 4.186 -0.28
N -0.519 0.446 -0.798 -3.482 -2.383 3.319 -0.38
C -1.362 0.731 1.669 1.032 2.126 1.344 0.13
C -1.210 1.601 2.997 2.295 1.666 -1.596 -0.21
C -2.333 -0.979 0.441 0.837 1.594 1.096 0.46
C -4.228 -1.654 -0.703 -1.416 2.486 -1.345 0.48
C 3.012 1.008 -0.864 0.425 -1.861 0.105 -0.10
C -0.481 1.150 0.462 0.270 0.555 0.639 0.10
C 0.662 3.222 1.873 -2.346 -3.664 -1.571 -0.22
C -1.448 -0.638 -0.800 0.936 2.075 1.724 -0.02
C 3.399 -2.220 0.318 -0.865 -1.523 -0.216 -0.07
C 0.521 2.380 0.562 -1.124 0.633 2.574 -0.01
C 3.904 0.134 0.189 0.285 1.612 -0.906 -0.09
C 1.428 2.805 -0.712 -0.393 -0.167 0.923 -0.11
C 1.829 -1.974 0.576 0.522 -0.126 0.289 -0.67
C -0.213 2.800 3.114 -0.872 -2.371 -2.806 -0.22
H 3.926 -2.500 1.306 -0.633 0.787 -1.350 0.16
H -1.528 -1.262 -1.765 -0.017 1.115 1.829 0.26
H 1.376 -2.928 1.033 0.731 1.389 -0.716 0.22
H 3.583 0.924 -1.873 -0.896 0.490 1.589 0.18
H 1.430 3.946 -0.807 0.110 -1.659 0.295 0.20
H 1.314 -1.769 -0.424 0.653 -0.139 1.521 0.22
H 2.040 0.416 -1.009 1.185 1.118 0.280 0.20
H 4.934 0.641 0.223 -1.371 -0.827 0.147 0.18
H 1.056 2.365 -1.701 0.370 0.495 1.585 0.22
H -1.868 1.327 3.904 1.232 0.441 -1.744 0.24
H 1.664 -1.124 1.341 0.095 -1.255 -1.418 0.21
H 1.398 4.111 1.871 -1.409 -1.670 0.160 0.24
H 3.468 0.125 1.246 0.473 -0.122 -1.547 0.18
H -0.101 3.391 4.101 -0.383 -1.216 -1.863 0.23
H 3.471 -3.172 -0.345 0.036 1.709 0.995 0.19
```
Forces are in eV/Å.